An isolated ion of composition C3H9N2O2 and charge +1. Source: the OMol25 dataset; level of theory: the ωB97M-V functional and the def2-TZVPD basis.

```
16
Properties=species:S:1:pos:R:3:forces:R:3
C 1.920 0.771 -0.279 0.4507 -0.1978 1.0289
C 0.680 -0.110 -0.038 2.0614 1.4237 0.8476
N 0.806 -1.402 0.138 0.0534 0.8104 -0.6376
N -0.465 0.525 0.103 -0.4308 -2.9576 0.4094
C -1.844 -0.141 0.359 -1.1693 3.1315 2.1611
O -2.053 -1.287 -0.283 1.0445 -0.4692 -1.9910
O -2.647 0.967 -0.094 2.2707 -1.9958 -1.1674
H 2.912 0.195 0.022 -2.1051 1.2528 -1.1659
H 1.869 1.690 0.402 0.0085 -1.2953 -0.8883
H 1.809 1.145 -1.329 0.7812 -0.4674 0.7831
H 1.683 -1.865 -0.098 -0.7003 -0.0502 0.1936
H -0.109 -1.801 0.141 -0.1690 -1.7299 0.1821
H -0.353 1.508 0.083 -0.8605 1.0481 -0.0013
H -2.166 -0.460 1.444 1.5002 1.3030 -1.4929
H -1.871 -1.091 -1.224 -0.5183 -0.5247 -0.0552
H -3.243 1.122 0.585 -2.2173 0.7183 1.7940
```
Forces are in eV/Å.

SMILES: C/C(N)=[NH+]/C(O)O
HOMO-LUMO gap in eV: 12.42
Maximum force in eV Å⁻¹: 4.0
Energy above the lowest of the compared OMol25 structures with the same formula, charge and spin in eV: 1.498
Total energy in eV: -10325.354
E_HOMO in eV: -15.75
Charge: +1

The Mulliken scheme yields these atomic charges, measured in e:
1. C -1.145
2. C 0.715
3. N -0.294
4. N -0.173
5. C 0.069
6. O -0.490
7. O -0.507
8. H 0.370
9. H 0.334
10. H 0.323
11. H 0.278
12. H 0.260
13. H 0.234
14. H 0.321
15. H 0.354
16. H 0.350

=====

C6H10O as an isolated structure. Source: the OMol25 dataset; level of theory: the ωB97M-V functional and the def2-TZVPD basis.

```
17
Properties=species:S:1:pos:R:3:forces:R:3
C 1.845 -0.744 -0.049 0.0626 -0.0300 -0.0352
C 0.915 0.078 0.787 -0.0771 -0.1846 -0.1220
C -0.033 1.607 -0.428 -0.1044 0.0299 -0.1419
C -1.230 0.851 0.148 0.0611 0.2753 0.2170
O -1.864 0.011 -0.816 -0.0964 0.0502 -0.1123
C -1.229 -1.158 -0.268 0.1038 -0.3903 0.0019
C -0.544 -0.338 0.847 -0.0235 -0.0156 0.1191
H 2.386 -1.371 0.675 -0.0560 0.0173 -0.1024
H 2.607 -0.131 -0.541 -0.0860 -0.0558 0.1570
H 1.394 -1.414 -0.796 0.0825 0.1388 0.0600
H 0.890 1.317 0.356 0.0358 0.1304 0.0109
H 0.010 2.685 -0.239 -0.0218 -0.1550 -0.0460
H 0.145 1.376 -1.478 -0.0095 0.0102 0.1493
H -1.953 1.474 0.685 0.1265 -0.0860 -0.0755
H -0.574 -1.646 -1.001 -0.1171 0.0793 0.1224
H -1.967 -1.888 0.084 0.0808 0.1187 -0.0422
H -0.844 -0.633 1.858 0.0385 0.0672 -0.1600
```
Forces are in eV/Å.

HOMO-LUMO gap in eV: 8.44
Maximum force in eV Å⁻¹: 0.4
Energy above the lowest of the compared OMol25 structures with the same formula, charge and spin in eV: 4.995
Total energy in eV: -8426.245
E_HOMO in eV: -7.77

The Mulliken scheme yields these atomic charges, measured in e:
1. C -1.089
2. C -0.423
3. C -0.960
4. C 0.251
5. O -0.475
6. C -0.499
7. C 0.037
8. H 0.307
9. H 0.336
10. H 0.291
11. H 0.204
12. H 0.381
13. H 0.327
14. H 0.387
15. H 0.198
16. H 0.273
17. H 0.452

=====

One molecule with the formula Cl2HNOS. Source: the OMol25 dataset; level of theory: the ωB97M-V functional and the def2-TZVPD basis.

```
6
Properties=species:S:1:pos:R:3:forces:R:3
N 0.829 -1.303 -1.440 -0.7268 -1.3436 -1.4194
O -0.493 2.014 0.781 0.6707 1.9931 -0.0489
S -1.064 0.709 0.864 -1.9907 -1.1139 0.6308
Cl -0.217 -0.283 2.398 -0.0058 -0.3512 1.0353
Cl 0.818 -0.089 -0.430 1.2481 0.9630 -0.5416
H 0.126 -1.049 -2.172 0.8045 -0.1475 0.3438
```
Forces are in eV/Å.

HOMO-LUMO gap (alpha / beta) in eV: 8.62 / 7.22
Maximum force in eV Å⁻¹: 2.4
Energy above the lowest of the compared OMol25 structures with the same formula, charge and spin in eV: 2.505
Total energy in eV: -39429.534
E_HOMO (alpha / beta) in eV: -9.83 / -8.59

The Mulliken scheme yields these atomic charges, measured in e:
1. N -0.393
2. O -0.398
3. S 0.443
4. Cl -0.103
5. Cl 0.190
6. H 0.262